Below is a structure of composition C61H84Br2KN5O3, with properties calculated with the ωB97M-V functional and the def2-TZVPD basis.

The geometry in XYZ format:
```
156
Properties=species:S:1:pos:R:3:forces:R:3
K 0.1277 0.1471 0.4056 -0.61 0.25 -0.38
C 3.2558 5.0872 5.5879 0.01 -0.02 0.01
C 2.3128 4.9915 4.3779 0.00 -0.04 0.03
C 2.8093 5.9687 3.3129 0.02 0.03 -0.05
C 0.9063 5.4387 4.8078 -0.04 0.00 0.02
C 2.2527 3.5570 3.8541 -0.02 -0.04 0.01
C 2.5520 3.2083 2.5478 -0.03 -0.05 -0.10
C 2.3997 1.9179 2.0390 0.05 -0.06 -0.03
C 2.8459 1.8063 0.5726 -0.04 0.06 0.02
N 2.7279 0.5824 -0.2188 0.41 0.17 0.01
C 3.0898 0.8753 -1.6014 -0.13 -0.04 0.06
C 1.9012 1.2384 -2.4826 -0.06 -0.04 0.07
N 0.8183 0.2609 -2.4185 0.01 0.11 -0.16
C 1.2409 -1.0651 -2.8759 0.00 0.10 0.09
C 0.9665 -2.2043 -1.8886 0.14 0.11 0.11
N 1.4434 -1.9573 -0.5400 0.14 -0.53 -0.24
C 2.8998 -1.8654 -0.4341 -0.14 0.12 0.00
C 3.4068 -0.6001 0.2796 -0.12 0.05 0.03
C 0.8781 -2.8635 0.4944 0.00 0.01 0.06
C -0.5398 -3.3561 0.3204 0.04 -0.03 0.02
C -0.7662 -4.5241 -0.4001 -0.02 0.11 -0.06
C -2.0102 -5.1350 -0.4713 -0.03 -0.01 0.08
C -3.0194 -4.5640 0.3213 -0.04 0.17 -0.11
C -2.8610 -3.4174 1.0828 -0.13 -0.15 -0.06
C -1.5934 -2.7082 1.0535 0.20 0.05 0.10
O -1.3845 -1.6178 1.6724 -0.25 -0.42 0.12
C -3.9451 -2.9847 2.0815 0.11 0.04 0.10
C -4.3220 -1.5026 1.9435 0.05 -0.01 -0.13
C -3.3725 -3.2099 3.4937 0.07 0.10 0.03
C -5.2423 -3.7882 1.9455 0.02 -0.05 0.03
C -2.2876 -6.4004 -1.2833 -0.01 0.03 0.04
C -3.4348 -6.1547 -2.2753 -0.03 0.03 -0.02
C -2.6806 -7.5594 -0.3527 -0.02 -0.01 0.03
C -1.0619 -6.8380 -2.0850 0.05 -0.02 -0.04
C -0.3439 0.7426 -3.1629 -0.04 0.02 0.14
C -1.2305 1.8809 -2.6355 0.07 0.01 -0.05
C -2.3916 2.0476 -3.3899 0.08 -0.07 0.05
C -3.3005 3.0740 -3.1826 0.03 0.05 0.03
C -2.9432 4.0163 -2.2096 0.00 -0.05 0.13
C -1.8065 3.9156 -1.4243 -0.05 0.06 0.01
C -0.9451 2.7527 -1.5305 0.21 -0.09 -0.06
O 0.0245 2.5536 -0.7159 -0.24 0.33 -0.32
C -1.3755 5.0767 -0.5117 0.10 -0.06 -0.03
C -0.0161 5.5941 -1.0182 0.07 -0.06 0.02
C -1.2255 4.6526 0.9559 -0.04 -0.03 -0.02
C -2.3609 6.2467 -0.5377 -0.06 0.03 -0.04
C -4.5752 3.2623 -4.0060 0.03 0.03 0.00
C -4.4697 4.5467 -4.8465 0.00 0.01 -0.01
C -4.8180 2.0907 -4.9578 0.01 -0.08 -0.01
C -5.7993 3.3820 -3.0851 -0.01 -0.01 0.05
C 1.8470 0.8871 2.8609 0.04 -0.05 -0.09
O 1.5068 -0.2563 2.3949 0.46 0.00 0.61
C 1.6584 1.2134 4.2590 -0.14 0.10 -0.04
C 1.8358 2.5152 4.6942 -0.05 -0.02 -0.01
C 1.1765 0.1102 5.2091 -0.05 -0.01 -0.04
C 1.1230 0.5888 6.6622 -0.02 0.02 0.05
C 2.1433 -1.0856 5.1584 0.02 -0.02 -0.03
C -0.2376 -0.3572 4.8137 0.05 0.02 -0.02
H 3.3273 6.1227 5.9440 -0.01 -0.06 -0.01
H 4.2563 4.7418 5.3137 -0.03 0.03 0.02
H 2.9027 4.4674 6.4165 0.03 0.02 -0.06
H 2.8367 6.9821 3.7273 0.00 -0.03 -0.02
H 2.1483 5.9745 2.4412 0.05 0.00 0.06
H 3.8178 5.7102 2.9763 -0.06 0.03 0.01
H 0.9207 6.4646 5.1986 0.00 -0.07 -0.03
H 0.5099 4.7800 5.5857 0.01 0.05 -0.05
H 0.2229 5.3988 3.9546 0.03 0.01 0.05
H 2.9082 3.9683 1.8543 -0.02 -0.07 0.05
H 3.9002 2.1470 0.5422 0.06 0.02 0.01
H 2.2585 2.5510 0.0236 0.08 -0.03 0.02
H 3.6116 0.0125 -2.0167 0.01 -0.02 0.00
H 3.8140 1.7043 -1.6531 0.04 0.04 0.02
H 2.2582 1.3621 -3.5265 0.02 -0.03 -0.01
H 1.4909 2.1882 -2.1446 -0.03 -0.01 -0.02
H 2.3069 -1.0460 -3.1177 -0.01 0.02 0.00
H 0.7398 -1.3296 -3.8164 -0.02 0.01 -0.07
H 1.3974 -3.1256 -2.3316 -0.04 -0.06 -0.03
H -0.1080 -2.3631 -1.8216 -0.02 -0.02 -0.02
H 3.3303 -1.9252 -1.4389 -0.02 0.00 -0.01
H 3.2978 -2.7317 0.1101 0.02 -0.09 0.02
H 4.5067 -0.5387 0.1556 0.04 -0.02 -0.05
H 3.1802 -0.6881 1.3393 0.00 0.02 -0.02
H 0.9345 -2.3293 1.4497 0.08 -0.07 -0.07
H 1.5229 -3.7562 0.5624 0.05 -0.03 -0.02
H 0.0816 -4.9591 -0.9229 0.00 0.03 0.04
H -3.9829 -5.0627 0.3366 0.00 -0.01 0.04
H -3.4194 -0.8934 1.9111 -0.07 -0.09 0.05
H -4.9417 -1.1937 2.7955 0.02 -0.02 -0.06
H -4.9028 -1.3454 1.0269 0.06 0.00 0.05
H -2.4867 -2.5831 3.6336 -0.09 -0.07 -0.02
H -3.0833 -4.2573 3.6243 -0.03 0.03 0.00
H -4.1146 -2.9506 4.2606 0.04 -0.01 -0.06
H -5.6254 -3.7480 0.9205 -0.02 0.01 0.07
H -5.9984 -3.3520 2.6071 0.03 -0.04 -0.03
H -5.1165 -4.8381 2.2312 0.02 0.05 -0.06
H -4.3493 -5.8590 -1.7550 0.05 -0.01 -0.03
H -3.6492 -7.0592 -2.8595 0.01 0.06 0.04
H -3.1687 -5.3486 -2.9655 -0.02 -0.04 0.03
H -3.5863 -7.3206 0.2110 0.06 -0.01 -0.03
H -1.8800 -7.7487 0.3676 -0.04 -0.01 -0.03
H -2.8642 -8.4790 -0.9243 0.00 0.07 0.04
H -0.7338 -6.0485 -2.7678 -0.01 -0.06 0.04
H -1.3057 -7.7261 -2.6779 0.02 0.03 0.02
H -0.2254 -7.0887 -1.4264 -0.04 0.01 -0.05
H -0.0095 1.0463 -4.1749 0.01 -0.01 -0.10
H -0.9979 -0.1185 -3.3249 -0.02 -0.03 0.04
H -2.5759 1.3162 -4.1761 0.02 0.05 0.05
H -3.5962 4.8721 -2.0743 0.04 0.01 0.00
H 0.7229 4.7906 -0.9657 -0.06 0.08 -0.01
H 0.3290 6.4336 -0.4009 -0.03 -0.05 -0.04
H -0.0977 5.9331 -2.0569 0.00 -0.01 0.07
H -0.5636 3.7913 1.0372 -0.04 0.09 -0.02
H -2.2059 4.3982 1.3758 0.12 0.03 -0.06
H -0.8100 5.4825 1.5439 -0.06 -0.04 -0.04
H -2.4550 6.6868 -1.5362 -0.01 -0.04 0.05
H -2.0012 7.0264 0.1419 -0.02 -0.03 -0.03
H -3.3549 5.9368 -0.1974 0.05 0.05 -0.01
H -3.6070 4.4902 -5.5166 -0.05 0.01 0.03
H -4.3392 5.4234 -4.2063 0.00 -0.05 -0.04
H -5.3748 4.6939 -5.4504 0.06 -0.01 0.04
H -4.0074 1.9953 -5.6865 -0.06 0.01 0.04
H -5.7522 2.2481 -5.5077 0.04 -0.02 0.03
H -4.9002 1.1460 -4.4101 0.02 0.11 -0.09
H -5.6915 4.2214 -2.3925 -0.01 -0.05 -0.04
H -5.9212 2.4696 -2.4948 0.00 0.15 -0.09
H -6.7140 3.5356 -3.6721 0.06 -0.01 0.04
H 1.6251 2.7502 5.7331 0.02 -0.01 -0.04
H 2.0980 0.9547 7.0023 -0.06 -0.02 0.00
H 0.8311 -0.2505 7.3013 0.00 0.04 -0.01
H 0.3847 1.3859 6.8023 0.06 -0.06 0.00
H 3.1463 -0.7741 5.4731 -0.06 -0.03 -0.01
H 2.1955 -1.4807 4.1437 0.00 0.04 0.07
H 1.7978 -1.8781 5.8350 0.02 0.07 -0.04
H -0.9481 0.4740 4.9058 0.05 -0.09 0.03
H -0.5722 -1.1616 5.4821 0.03 0.05 -0.03
H -0.2616 -0.7219 3.7848 -0.03 0.01 0.07
Br -6.8298 -0.3405 -2.6085 -0.01 -0.05 0.03
C -5.0831 -0.2539 -1.8584 -0.14 0.01 -0.01
C -4.1173 -1.1401 -2.2816 0.07 0.03 0.03
C -2.8651 -1.0122 -1.6952 0.04 0.12 0.15
N -2.5691 -0.1134 -0.7624 -0.23 -0.24 -0.01
C -3.5407 0.6811 -0.3149 0.17 0.05 -0.04
C -4.8178 0.6687 -0.8696 -0.05 0.07 0.03
C -3.2306 1.4941 0.9100 0.09 -0.02 -0.05
C -4.2149 2.2045 1.5935 -0.08 0.05 0.04
C -3.8764 2.7470 2.8179 -0.15 0.02 -0.01
Br -5.2005 3.7009 3.8015 0.02 -0.01 -0.02
C -2.6088 2.6134 3.3396 0.02 0.01 0.00
C -1.6872 1.9442 2.5454 0.14 -0.08 -0.07
N -1.9925 1.3988 1.3758 -0.17 0.15 0.27
H -4.3188 -1.8983 -3.0241 0.00 -0.01 0.00
H -2.0676 -1.6894 -1.9875 -0.03 0.06 0.05
H -5.5951 1.3337 -0.5218 0.03 -0.06 -0.02
H -5.2196 2.3126 1.2135 0.01 0.00 0.01
H -2.3323 3.0300 4.2982 0.01 -0.02 -0.02
H -0.6488 1.8524 2.8739 -0.17 -0.01 -0.05
```
Forces are in eV/Å.

As for the spin multiplicity: 1. The charge is -2. For the LUMO energy, the calculation gives 3.607 eV. The calculation puts the highest occupied orbital energy at -1.77 eV. As for the max |F|: 0.0149 Eh/bohr. The calculation puts the energy relative to the best compared isomer or geometry (same formula, charge and spin) at 0.0 kJ/mol.